Formula: C32H96AsF6N8O8
Source: the OMol25 dataset
Level of theory: wB97M-V/def2-TZVPD

Structure (ORCA input):
```
! RIJCOSX wB97M-V def2-TZVPD def2/J DEFGRID3
* xyz 7 1
C 5.755 -8.368 -1.285
C 7.006 -7.685 -1.884
C 8.373 -8.352 -1.505
O 8.773 -9.415 -2.339
C 10.119 -9.866 -2.107
N 6.786 -7.698 -3.377
H 6.896 -8.609 -3.798
H 5.840 -7.380 -3.532
H 7.355 -6.943 -3.734
H 5.704 -7.967 -0.273
H 5.850 -9.420 -1.019
H 4.768 -8.163 -1.699
H 7.125 -6.673 -1.496
H 8.342 -8.631 -0.452
H 9.014 -7.483 -1.652
H 10.185 -10.330 -1.123
H 10.677 -8.949 -1.913
H 10.463 -10.476 -2.942
C 18.905 -2.191 9.267
C 20.041 -2.447 10.328
C 20.132 -1.418 11.526
O 19.365 -1.919 12.553
C 18.216 -1.136 12.802
N 19.946 -3.935 10.674
H 19.147 -4.175 11.243
H 19.854 -4.429 9.797
H 20.704 -4.261 11.257
H 17.949 -2.532 9.665
H 19.038 -2.737 8.333
H 18.872 -1.151 8.944
H 21.028 -2.491 9.867
H 19.945 -0.461 11.039
H 21.099 -1.334 12.022
H 17.559 -1.493 13.596
H 17.591 -1.160 11.910
H 18.439 -0.074 12.905
C 21.080 1.743 0.822
C 20.890 2.671 -0.428
C 21.009 4.144 -0.187
O 20.675 4.828 -1.475
C 20.190 6.170 -1.332
N 21.827 2.157 -1.512
H 22.388 2.907 -1.891
H 22.536 1.496 -1.228
H 21.400 1.854 -2.376
H 21.055 0.670 0.629
H 20.267 1.987 1.505
H 22.068 1.837 1.273
H 19.908 2.408 -0.822
H 22.027 4.418 0.091
H 20.257 4.421 0.552
H 19.616 6.529 -2.186
H 21.100 6.695 -1.625
H 19.739 6.398 -0.367
C 22.905 -5.782 -4.819
C 22.003 -6.212 -3.644
C 21.265 -7.498 -3.956
O 20.634 -8.024 -2.822
C 19.395 -7.438 -2.421
N 22.974 -6.641 -2.481
H 22.484 -6.922 -1.644
H 23.458 -7.503 -2.687
H 23.556 -5.846 -2.257
H 22.380 -5.577 -5.752
H 23.757 -6.385 -5.133
H 23.272 -4.760 -4.722
H 21.413 -5.513 -3.052
H 21.988 -8.220 -4.335
H 20.446 -7.451 -4.674
H 18.929 -8.048 -1.646
H 18.588 -7.387 -3.151
H 19.542 -6.442 -2.003
C 4.059 1.815 1.394
C 3.535 0.573 2.113
C 4.650 -0.227 2.805
O 4.096 -1.419 3.207
C 4.730 -2.130 4.268
N 2.593 1.038 3.190
H 1.843 1.453 2.655
H 1.992 0.335 3.596
H 2.815 1.697 3.922
H 5.123 1.824 1.156
H 3.991 2.712 2.010
H 3.502 1.975 0.470
H 2.923 -0.121 1.537
H 5.072 0.351 3.627
H 5.512 -0.465 2.181
H 4.149 -2.824 4.876
H 5.236 -1.624 5.091
H 5.523 -2.777 3.893
C 12.363 7.867 -3.429
C 11.105 7.837 -2.540
C 11.261 7.332 -1.058
O 10.032 7.390 -0.283
C 10.175 6.735 0.981
N 10.476 9.300 -2.370
H 9.579 9.272 -1.906
H 11.009 9.946 -1.805
H 10.503 9.793 -3.251
H 12.221 8.397 -4.370
H 12.580 6.805 -3.538
H 13.128 8.408 -2.872
H 10.401 7.319 -3.190
H 12.031 7.896 -0.532
H 11.593 6.309 -1.235
H 9.251 7.004 1.492
H 11.054 6.991 1.572
H 10.051 5.659 0.859
C 10.371 -6.819 7.986
C 10.781 -8.239 7.690
C 9.894 -9.202 6.804
O 10.492 -10.482 6.512
C 9.597 -11.227 5.734
N 12.256 -8.302 7.240
H 12.949 -7.871 7.835
H 12.538 -9.270 7.285
H 12.459 -7.924 6.326
H 9.454 -6.903 8.570
H 10.139 -6.257 7.082
H 11.115 -6.160 8.432
H 10.893 -8.621 8.704
H 9.658 -8.626 5.909
H 8.907 -9.207 7.267
H 10.112 -12.148 5.460
H 9.353 -10.749 4.786
H 8.736 -11.445 6.366
C 17.688 9.047 9.585
C 18.082 7.503 9.586
C 17.032 6.637 8.707
O 17.206 5.231 8.863
C 16.012 4.480 8.733
N 19.463 7.206 9.108
H 19.780 7.547 8.212
H 20.136 7.609 9.744
H 19.628 6.211 9.061
H 16.690 9.287 9.952
H 17.665 9.397 8.553
H 18.380 9.614 10.208
H 18.157 7.138 10.611
H 17.175 6.975 7.681
H 16.079 7.065 9.018
H 15.393 4.919 9.516
H 16.322 3.456 8.939
H 15.589 4.670 7.747
As 12.626 -1.964 2.476
F 13.825 -0.649 2.127
F 13.522 -3.051 1.277
F 11.360 -3.211 2.701
F 11.622 -1.000 3.632
F 11.634 -1.220 1.180
F 13.471 -2.613 3.905
*
```

## Properties
LUMO   -9.598 eV
Electronic energy   -140113.4226 eV
Maximum force   0.05930 hartree/bohr
Frontier orbital gap   9.6 eV